Record 1
Here is a structure of composition C3H5N2O2S2 at a distorted geometry from OMol25. Energies are from ωB97M-V with the def2-TZVPD basis set.

```
14
Properties=species:S:1:pos:R:3:forces:R:3:lowdin_charge:R:1
C -0.787 0.241 0.182 0.4 -2.0 -0.6 -0.4727
C 0.835 -0.753 -1.711 -2.1 2.1 0.3 -0.6374
C 0.192 -0.559 1.046 1.6 5.5 -2.7 -0.0468
N -0.638 0.278 -1.101 0.9 -1.6 -0.7 0.1028
N -1.691 0.870 0.837 -2.6 1.5 2.8 0.2156
O 2.678 -1.314 0.170 -0.3 -0.8 0.0 -0.2427
O 2.015 0.986 -0.170 -0.3 1.9 -0.2 -0.2196
S 0.895 -1.074 -3.221 0.4 -0.2 1.1 0.9777
S 1.660 -0.364 -0.083 0.9 -2.5 0.8 0.6380
H 0.334 0.173 1.852 0.9 -0.1 0.0 0.1292
H 0.045 -1.427 1.543 -0.9 -3.3 0.5 0.0895
H -1.334 0.755 -1.686 0.6 -0.2 0.1 0.1528
H -1.663 0.898 1.865 0.0 -0.2 -0.8 0.1577
H -2.541 1.291 0.476 0.5 0.0 -0.4 0.1558
```
Forces are in eV/Å.

The max |F| is 6.29 eV/A. The charge is +1. As for the spin multiplicity: 1. The calculation puts the energy relative to the best compared isomer or geometry (same formula, charge and spin) at 216.8 kJ/mol. Its gap between HOMO and LUMO is 8.8 eV.

=====

Record 2
Here is a structure of composition C3H5N2O3S at a distorted geometry from OMol25. Energies are from ωB97M-V with the def2-TZVPD basis set.

```
14
Properties=species:S:1:pos:R:3:forces:R:3:lowdin_charge:R:1
C 0.489 0.585 -0.842 -2.9 0.1 -1.0 -0.2522
C -0.094 -0.209 0.413 1.9 2.7 2.9 -0.1595
C 1.030 -1.250 0.646 -1.2 1.0 -2.9 -0.2044
N 1.502 -0.194 -1.269 1.0 -0.9 -2.2 -0.1904
N 1.974 -1.028 -0.528 0.7 -1.3 1.4 -0.0133
O 3.144 1.789 -1.879 -0.2 0.3 0.8 -0.3595
O 1.188 1.568 -3.232 -0.6 0.9 0.4 -0.3743
O 1.242 3.281 -1.349 0.3 -1.1 -1.0 -0.4048
S 1.716 2.018 -1.953 0.0 1.4 0.5 0.5107
H -0.264 0.863 -1.658 1.0 -0.8 1.3 0.1075
H -0.212 0.453 1.387 0.2 -1.1 -1.9 0.1146
H -1.017 -0.725 0.325 -1.1 0.0 -0.8 0.0570
H 1.534 -1.110 1.566 0.4 -0.8 0.9 0.0728
H 0.630 -2.185 0.228 0.3 -0.5 1.7 0.0956
```
Forces are in eV/Å.

The max |F| is 4.37 eV/A. The charge is -1. As for the spin multiplicity: 1. The calculation puts the energy relative to the best compared isomer or geometry (same formula, charge and spin) at 225.5 kJ/mol. Its gap between HOMO and LUMO is 8.4 eV.

=====

Record 3
Here is the ion C3H5N2OS with charge +1 at a distorted geometry from OMol25. Energies are from ωB97M-V with the def2-TZVPD basis set.

```
12
Properties=species:S:1:pos:R:3:forces:R:3:lowdin_charge:R:1
C 0.328 -0.395 -1.392 2.1 0.2 1.0 -0.0332
C -0.334 -0.330 1.729 -3.7 6.2 0.2 -0.6166
C -0.657 0.601 0.354 6.5 -0.5 6.6 -0.2298
N 1.317 0.039 -0.621 -0.6 0.8 -0.7 0.0927
N -0.722 0.069 -0.833 -7.6 -1.6 -4.8 0.0680
O 0.810 1.125 0.161 0.7 -1.1 -0.2 -0.0171
S 0.245 -1.757 1.531 1.4 -3.5 0.0 0.8659
H 0.281 -0.978 -2.285 0.6 -0.4 -0.3 0.1804
H -0.668 0.308 2.694 0.8 -1.9 -2.3 0.1403
H -1.216 1.408 0.627 -1.8 2.0 0.3 0.1316
H 2.307 -0.120 -0.738 0.2 0.5 0.2 0.1889
H -1.690 0.030 -1.227 1.4 -0.5 -0.1 0.2290
```
Forces are in eV/Å.

The max |F| is 9.29 eV/A. The charge is +1. As for the spin multiplicity: 3. The calculation puts the energy relative to the best compared isomer or geometry (same formula, charge and spin) at 317.3 kJ/mol. Its gap between HOMO and LUMO (alpha / beta) is 6.4 / 8.2 eV.

=====

Record 4
Here is the ion C3H5N2S with charge -1 at a distorted geometry from OMol25. Energies are from ωB97M-V with the def2-TZVPD basis set.

```
11
Properties=species:S:1:pos:R:3:forces:R:3:lowdin_charge:R:1
C 0.142 -0.989 0.691 -2.8 2.6 0.5 -0.1361
N -0.194 -0.086 -0.499 0.7 0.6 0.5 -0.1763
N -1.151 0.838 0.120 -0.3 -0.4 0.0 -0.0655
C -2.108 0.577 -0.675 -1.0 1.0 0.7 -0.2916
C -1.392 -0.165 -1.757 0.2 3.0 1.0 -0.9066
S -2.271 -1.162 -2.788 -0.2 -2.0 -0.8 0.2418
H -0.234 -1.988 0.490 0.0 -0.2 0.4 0.0444
H 1.167 -0.956 1.060 0.3 -0.1 -0.7 0.0259
H -0.496 -0.340 1.524 1.6 -2.6 -1.4 0.0950
H -3.157 0.973 -0.567 1.1 -0.2 -0.4 0.0988
H -1.015 0.784 -2.293 0.3 -1.7 0.2 0.0701
```
Forces are in eV/Å.

The max |F| is 3.84 eV/A. The charge is -1. As for the spin multiplicity: 1. The calculation puts the energy relative to the best compared isomer or geometry (same formula, charge and spin) at 171.7 kJ/mol. Its gap between HOMO and LUMO is 6.9 eV.